P.
Below is one molecule with the formula C29H50O2, with properties calculated with wB97M-V/def2-TZVPD.

Computed properties:
- Kohn-Sham gap (Ha) = 0.3036
- SMILES = Cc1c(C)c2c(c(C)c1O)CC[C@](C)(CCC[C@H](C)CCC[C@H](C)CCCC(C)C)O2
- lowest unoccupied orbital energy (Eh) = 0.0270
- E_HOMO (eV) = -7.53

```
81
Properties=species:S:1:pos:R:3:lowdin_charge:R:1
C -0.14779 -2.61660 -0.95359 -0.070
H 8.51496 -1.66923 0.01524 0.114
H 4.72531 0.67703 -1.21292 0.112
C -3.99741 1.99814 -0.49238 -0.106
C -4.25623 1.99656 2.02465 0.003
C -8.29354 2.12932 -1.44004 -0.025
C 9.58794 0.07770 -1.82733 -0.084
C -1.63720 0.06068 -0.11812 -0.189
H 9.99626 1.49550 1.30142 0.077
H -9.35239 1.92517 -1.56114 0.073
C -5.71023 -0.04215 0.29080 -0.161
H -10.04893 -1.07193 -0.65709 0.081
H -2.16635 0.33619 1.93520 0.124
H -5.67688 -3.22375 0.57775 0.088
C -6.43767 -1.21527 0.52799 -0.142
C 2.72622 -0.03988 -0.92574 -0.199
H 10.49705 0.45641 -2.28968 0.074
H -3.83818 2.99963 2.03617 0.093
H 4.57595 -1.08062 -1.22380 0.116
C 9.93218 1.49076 0.21552 -0.084
H 2.53870 0.20638 -1.97432 0.115
C 4.67990 -0.21223 0.74420 -0.383
H 3.52480 1.47430 1.46152 0.068
C 0.45549 -1.21669 -0.84716 -0.388
C -6.29321 1.03638 -0.37106 -0.107
C 9.73324 0.06933 -0.30684 -0.440
H -3.96217 1.48168 2.93645 0.089
C 7.19151 0.01143 0.17263 -0.208
H 8.76336 0.71585 -2.13489 0.071
H 6.09951 -1.80659 0.49519 0.116
H 10.85227 1.91255 -0.18350 0.074
H -5.34104 2.06064 2.01032 0.086
H -1.57327 0.65020 -1.03460 0.116
C -7.62947 0.96908 -0.75968 -0.155
H -1.71036 1.83357 1.11543 0.129
H 9.40689 -0.92760 -2.20133 0.077
H -9.00659 -2.88840 -0.62882 0.090
O -9.66807 -0.22443 -0.91035 0.046
H 2.37194 -2.12914 -1.20519 0.116
O -4.41250 -0.03736 0.73078 -0.019
H -9.40375 -2.35522 1.01666 0.093
H 2.12516 -1.59248 0.45413 0.114
H -0.28556 -1.02065 1.16383 0.123
H 0.30321 -0.70036 -1.80204 0.137
H -7.98224 -3.34594 0.72026 0.066
H 5.11038 1.91236 0.83577 0.076
C -8.35365 -0.19426 -0.51485 -0.229
H 6.34463 -0.84382 1.94847 0.115
C 8.55778 -0.63977 0.38145 -0.194
C 6.09892 -0.78470 0.88455 -0.186
C -0.23408 -0.40976 0.25954 -0.181
H 0.36824 0.47077 0.49218 0.108
H 4.96433 1.13283 2.41361 0.080
C -5.76231 -2.35787 1.23377 -0.027
H 0.02438 -3.17202 -0.03375 0.083
H -3.42989 2.92936 -0.48203 0.129
H -6.31962 -2.64917 2.12301 0.086
H 0.30623 -3.16621 -1.77549 0.076
H -2.28539 -0.79525 -0.30613 0.111
H 4.01664 -0.89730 1.28347 0.125
C 4.56443 1.16190 1.40229 -0.065
C -3.74783 1.21877 0.80200 -0.502
C 4.23794 -0.16930 -0.72418 -0.188
C -5.48641 2.27118 -0.67047 -0.129
C -7.76155 -1.29567 0.10886 -0.161
H 7.21138 1.02788 0.56397 0.105
H 2.34965 0.78945 -0.32660 0.095
H 10.63389 -0.50700 -0.06019 0.129
H -3.65089 1.38952 -1.32899 0.123
C -8.58554 -2.54125 0.31719 -0.032
H 8.76362 -0.68580 1.45439 0.115
H -5.67491 2.58857 -1.69850 0.118
H 9.10908 2.13348 -0.08647 0.072
C -2.25666 0.89539 1.00138 -0.126
C 1.96557 -1.32172 -0.59103 -0.187
H -8.17152 3.04048 -0.85635 0.084
H -5.80532 3.09169 -0.02015 0.122
H -1.21868 -2.56813 -1.13049 0.068
H 6.96900 0.05552 -0.89295 0.105
H -7.85874 2.29836 -2.42516 0.086
H -4.76393 -2.05647 1.53337 0.074
```

Q.
Below is one molecule with the formula C29H50O2, with properties calculated with wB97M-V/def2-TZVPD.

Computed properties:
- Kohn-Sham gap (Ha) = 0.3011
- SMILES = Cc1c(C)c2c(c(C)c1O)CC[C@@](C)(CCC[C@H](C)CCC[C@H](C)CCCC(C)C)O2
- lowest unoccupied orbital energy (Eh) = 0.0248
- E_HOMO (eV) = -7.52

```
81
Properties=species:S:1:pos:R:3:lowdin_charge:R:1
H -4.84765 4.71833 -4.81976 0.114
H 1.21392 -4.81946 -0.29307 0.121
H -0.88017 1.72464 1.83339 0.116
C 0.69143 -2.84855 0.36248 -0.107
O 5.47670 -6.41918 1.81642 0.045
C -5.72440 2.31857 -4.05522 -0.072
H -3.54513 6.99332 -0.02086 0.069
H 0.03963 0.60004 -0.19810 0.117
H -1.72108 2.31131 -0.45263 0.131
C -3.76564 2.42151 -2.45963 -0.178
H -5.37528 3.83495 -2.59149 0.131
H -3.23710 1.72797 -3.11811 0.130
H 1.78139 -0.79771 -1.02056 0.089
C -3.38420 0.93899 -0.41663 -0.180
C -3.74016 6.09067 -2.61257 -0.195
H -3.52748 3.56545 -4.99776 0.117
C 1.38699 -1.61876 0.95014 -0.499
C 2.30038 -0.93901 -0.07676 0.006
H -4.60921 6.59626 -3.04001 0.126
H -5.16349 1.65798 -4.71346 0.083
H -6.31986 1.70941 -3.38078 0.068
C 4.75363 -4.43368 2.88539 -0.163
C -2.46530 8.23661 -3.05585 -0.080
O 2.16359 -2.02556 2.07444 -0.017
H 3.35556 -1.51105 3.90009 0.075
H 3.18466 -1.54869 -0.24682 0.089
H -4.31355 8.24374 -1.00097 0.080
H -6.40540 2.90928 -4.66434 0.076
C 3.68472 -5.14435 0.82398 -0.155
C 2.81527 -4.05411 0.90074 -0.108
H -5.07547 0.88321 -1.71167 0.106
C 0.37705 -0.62324 1.54619 -0.126
H -2.83692 0.22263 -1.03236 0.108
C -4.40637 1.64674 -1.30974 -0.201
H -3.03095 3.10722 -2.04080 0.092
C -3.07019 2.95706 1.08312 -0.065
H -3.59356 3.64097 0.42092 0.060
H 0.03926 -2.55891 -0.46113 0.118
H -5.01455 2.32625 -0.71037 0.110
H 4.62079 -6.35229 -0.69202 0.085
C 4.04817 -2.33219 4.05191 -0.021
C 1.71953 -3.86698 -0.11813 -0.134
H -3.38049 8.74403 -3.35421 0.082
H -0.22143 -1.15784 2.28724 0.128
H 3.13780 -7.05425 -0.01860 0.095
H -3.93014 0.37310 0.34308 0.120
C -2.77569 7.13772 -2.04258 -0.443
H 3.05988 -5.71252 -1.15638 0.069
H 6.50295 -3.84877 3.97031 0.085
H -2.72797 5.80783 -4.49068 0.104
H 5.06285 -1.93956 4.10119 0.084
H -1.99061 7.83019 -3.94489 0.066
C -0.54920 0.05411 0.54063 -0.193
H -1.13326 -0.70299 0.01772 0.102
H -1.83899 6.63443 -1.77567 0.134
C 5.78282 -4.66592 3.95036 -0.026
C -1.48803 1.03138 1.24668 -0.188
H -2.69009 8.49765 -0.35923 0.074
C 3.61958 -6.12240 -0.32285 -0.032
H 0.95056 0.13638 2.08211 0.126
H 0.07842 -3.29552 1.14877 0.135
C -2.37345 1.84832 0.29524 -0.389
C -4.07493 4.17269 -4.27183 -0.186
C 2.95337 -3.13676 1.94028 -0.165
H -1.79234 8.97257 -2.62107 0.075
C 3.92195 -3.32304 2.93373 -0.146
C -3.10353 5.19230 -3.67068 -0.205
C -4.77451 3.23162 -3.28007 -0.393
H 5.23237 -6.99956 1.08796 0.082
H 2.14608 -3.53902 -1.07179 0.122
H 5.31188 -4.72124 4.93073 0.085
H 2.62576 0.02740 0.30076 0.093
H 6.31142 -5.59395 3.75877 0.072
H -2.12344 0.48264 1.94576 0.123
H -2.24302 4.67969 -3.23617 0.107
H 3.82642 -2.80610 5.00745 0.087
C -3.36731 7.75568 -0.77637 -0.085
C 4.63263 -5.33620 1.82731 -0.228
H -4.09134 5.46929 -1.78685 0.100
H -3.78780 2.53251 1.78208 0.088
H -2.34113 3.53301 1.64937 0.077
```

It is P that is the least stable of them.

P.
Below is a 2-piece molecular cluster, CH2ClI overall, with properties calculated with wB97M-V/def2-TZVPD.

Computed properties:
- Kohn-Sham gap (alpha / beta) (Ha) = 0.3154 / 0.2338
- lowest unoccupied orbital energy (alpha / beta) (Eh) = -0.0370 / -0.0975
- E_HOMO (alpha / beta) (eV) = -9.59 / -9.01

```
5
Properties=species:S:1:pos:R:3:lowdin_charge:R:1
I 1.45322 2.06590 -0.85483 0.001
H -0.45436 -0.56804 -0.93351 -0.010
H 0.67171 -0.92877 0.51485 -0.001
Cl -1.43485 -0.05687 1.15446 0.626
C -0.23573 -0.51221 0.11904 -0.617
```

Q.
Below is one molecule with the formula CH2ClI, with properties calculated with wB97M-V/def2-TZVPD.

Computed properties:
- Kohn-Sham gap (Ha) = 0.3197
- SMILES = ClCI
- lowest unoccupied orbital energy (Eh) = -0.0357
- E_HOMO (eV) = -9.67

```
5
Properties=species:S:1:pos:R:3:lowdin_charge:R:1
I 2.69156 0.14003 -0.05029 0.385
H -0.26867 -0.09032 -0.82288 0.007
H 0.13157 -0.03119 0.92994 -0.038
Cl -0.25108 2.10675 -0.01157 0.519
C 0.22363 0.45638 -0.01832 -0.873
```

R.
Below is one molecule with the formula CH2ClI, with properties calculated with wB97M-V/def2-TZVPD.

Computed properties:
- Kohn-Sham gap (alpha / beta) (Ha) = 0.3111 / 0.2160
- lowest unoccupied orbital energy (alpha / beta) (Eh) = -0.0642 / -0.1301
- E_HOMO (alpha / beta) (eV) = -10.21 / -9.42

```
5
Properties=species:S:1:pos:R:3:lowdin_charge:R:1
H 1.51667 0.35752 0.71209 -0.093
Cl -3.56701 0.83012 0.02726 -0.346
C 1.17512 -0.35393 0.08032 -0.410
H 1.81461 -0.52122 -0.79157 -0.014
I -0.93939 -0.31248 -0.02811 0.864
```

It is R that is the least stable of them.